1.
Density functional theory data (ωB97M-V with the def2-TZVPD basis set) for a molecular structure, C10H18BF4O7P2RuSi.

Atoms and positions in Å:
1 Ru -0.3622 -0.0327 0.4496
2 C 1.6014 -3.7966 1.4858
3 C 1.9581 -2.3145 1.4051
4 O 3.3313 -2.0480 1.6844
5 P 1.7905 -1.7129 -0.3109
6 O 0.4510 -2.2868 -0.8902
7 O 2.9141 -2.4278 -1.1523
8 O 1.7443 -0.2234 -0.4974
9 P 0.9238 -1.3581 2.6204
10 O 1.3935 0.1784 2.3063
11 O 1.2843 -1.7656 3.9789
12 O -0.5209 -1.3533 2.1054
13 H 2.2019 -4.3809 0.7869
14 H 0.5396 -3.9433 1.2827
15 H 1.7951 -4.1498 2.4990
16 H 3.5188 -2.3390 2.5878
17 H 0.3256 -3.2147 -1.1332
18 H 3.8167 -2.1297 -0.9550
19 H 2.1442 0.4387 2.8589
20 F -3.6117 -0.8569 -2.2332
21 B -2.4217 -1.2376 -1.7136
22 F -1.4305 -0.0477 -2.0871
23 F -2.4141 -1.1315 -0.3009
24 F -1.9208 -2.3947 -2.1861
25 C 0.5023 1.7499 -3.0511
26 Si -1.1099 1.8376 -2.1539
27 C -2.7891 2.0411 -2.8794
28 C -0.9064 2.1513 -0.3045
29 C 0.2190 2.8215 0.2143
30 C 0.3090 3.1184 1.5677
31 C -0.7003 2.7370 2.4380
32 C -1.8119 2.0441 1.9623
33 C -1.9292 1.7540 0.6028
34 H 0.8899 2.7330 -3.3292
35 H 0.3970 1.1600 -3.9625
36 H 1.2296 1.2533 -2.4074
37 H -2.9878 3.0789 -3.1585
38 H -3.5652 1.7158 -2.1896
39 H -2.8719 1.4198 -3.7710
40 H 1.0045 3.1549 -0.4530
41 H 1.1762 3.6488 1.9373
42 H -0.6325 2.9871 3.4881
43 H -2.6124 1.7650 2.6343
44 H -2.8632 1.3569 0.2240

Expectation value of S²: 6.013
LUMO energy (spin up / spin down): -3.6364 / -5.0575 eV
Relative energy (zero: lowest compared OMol25 entry of this formula, charge and spin): 133.1 kJ/mol
2S+1: 5
HOMO (spin up / spin down): -12.804 / -12.944 eV
Kohn-Sham gap (spin up / spin down): 0.33689 / 0.28982 Ha
Net charge: +1
Maximum force: 1.98 eV/A
Calculated total energy: -65582.934 eV

---

2.
Density functional theory data (ωB97M-V with the def2-TZVPD basis set) for a molecular structure, C10H18Cl2IrN2.

Atoms and positions in Å:
1 Ir 0.7292 -0.1299 -0.2414
2 Cl 0.0821 -2.3391 -0.3651
3 Cl 1.4830 1.8847 0.6323
4 C 2.3621 -0.2484 -1.3338
5 H 3.1412 0.4925 -1.1443
6 H 2.6559 -1.2502 -1.6659
7 C -1.0261 0.4918 -0.7912
8 C 1.0822 0.2909 -2.0920
9 H -1.7750 0.4558 0.0276
10 C 0.7581 -0.6091 -3.2619
11 H 1.0906 1.3654 -2.2968
12 C -0.4674 -0.1572 -4.0495
13 H 1.6459 -0.6648 -3.9126
14 H 0.6010 -1.6090 -2.8408
15 C -1.7040 -0.1634 -3.1602
16 H -0.2909 0.8478 -4.4613
17 H -0.6032 -0.8384 -4.9010
18 C -1.6023 0.9377 -2.0637
19 H -2.5882 0.0432 -3.7743
20 H -1.8395 -1.1506 -2.6954
21 H -1.0217 1.8046 -2.4090
22 H -2.6265 1.2835 -1.8309
23 C 1.0449 -0.7131 4.9021
24 N -0.0209 -0.0791 4.1193
25 C -1.0824 0.6499 4.8182
26 C 0.0084 -0.1443 2.8219
27 N 0.0805 -0.3290 1.6708
28 H 0.8103 -0.5649 5.9572
29 H 2.0214 -0.2605 4.6673
30 H 1.0951 -1.7893 4.6746
31 H -1.0715 1.7173 4.5477
32 H -2.0695 0.2350 4.5629
33 H -0.9027 0.5404 5.8892

Expectation value of S²: 6.013
LUMO energy (spin up / spin down): 2.6598 / 2.6030 eV
2S+1: 5
HOMO (spin up / spin down): -0.810 / -4.037 eV
Kohn-Sham gap (spin up / spin down): 0.12750 / 0.24402 Ha
Net charge: -1
Maximum force: 5.15 eV/A
Calculated total energy: -41521.183 eV

---

3.
Density functional theory data (ωB97M-V with the def2-TZVPD basis set) for a molecular structure, C10H18ClILaN2OP.

Atoms and positions in Å:
1 C -0.5779 0.4890 -1.6681
2 I -2.7912 -1.2218 -0.4409
3 H -0.0602 -0.3702 -1.1802
4 H -0.5472 1.3548 -0.9875
5 H 0.0119 0.6797 -2.5758
6 La 0.1733 -0.2335 1.9244
7 P 0.7375 -2.5861 -0.7542
8 C -0.2791 -3.2634 -2.1267
9 C 2.3060 -2.5411 -1.7164
10 H 1.7439 -3.9715 0.9772
11 H 1.3281 -4.9353 -0.4905
12 H 0.0444 -4.4100 0.6577
13 C 0.9983 -4.1365 0.1893
14 H 3.0885 -2.0530 -1.1245
15 H 2.6113 -3.5619 -1.9856
16 H 0.1616 -4.2047 -2.4832
17 H -0.3186 -2.5435 -2.9530
18 H 2.1561 -1.9589 -2.6364
19 H -1.3021 -3.4444 -1.7827
20 C -1.9688 0.0887 -2.0103
21 O -2.6369 0.3772 -2.9572
22 Cl 2.5407 0.1348 1.1019
23 N 1.7207 3.3316 1.7634
24 C 0.3889 3.2514 1.9328
25 C -0.4395 4.3370 2.2173
26 C -1.8215 4.1465 2.2180
27 C -2.3428 2.8882 1.9203
28 C -1.4847 1.8243 1.6905
29 N -0.1141 1.9666 1.7988
30 H 2.2720 2.5057 1.5257
31 H 2.1719 4.2198 1.9406
32 H 0.0363 5.3001 2.4225
33 H -2.4903 4.9842 2.4351
34 H -3.4178 2.7009 1.8472
35 H -1.8986 0.8551 1.3103

LUMO energy: -7.7481 eV
Relative energy (zero: lowest compared OMol25 entry of this formula, charge and spin): 0.0 kJ/mol
HOMO: -15.179 eV
Kohn-Sham gap: 0.27308 Ha
Net charge: +2
Maximum force: 3.48 eV/A
Calculated total energy: -46447.870 eV

---

4.
Density functional theory data (ωB97M-V with the def2-TZVPD basis set) for a molecular structure, C10H18F7NO2Ta.

Atoms and positions in Å:
1 C 4.6481 1.1331 0.2958
2 C 4.4274 -0.3635 0.5187
3 C 3.8858 -1.0928 -0.6940
4 O 4.0606 -2.2865 -0.8424
5 O 3.2128 -0.3284 -1.5679
6 C 1.8402 -0.7872 -1.8565
7 C 0.8836 0.3956 -1.7924
8 Ta -1.1186 -0.0580 -0.7685
9 C -0.7031 1.3219 1.0249
10 N -1.4987 2.5623 1.1505
11 C -1.3533 3.4853 0.0154
12 C -3.1427 -0.8949 0.1260
13 F -3.7170 0.0224 0.9717
14 F -4.0510 -1.1292 -0.8808
15 C -3.0525 -2.2130 0.9127
16 F -2.2976 -2.0240 2.0289
17 F -2.4884 -3.1795 0.1303
18 C -4.4079 -2.8057 1.3902
19 F -5.0925 -3.3285 0.3578
20 F -4.1910 -3.8063 2.2797
21 F -5.1846 -1.8869 1.9965
22 H 5.5093 1.2820 -0.3423
23 H 4.8102 1.6283 1.2455
24 H 3.7728 1.5699 -0.1629
25 H 3.7473 -0.5361 1.3423
26 H 5.3746 -0.8399 0.7378
27 H 1.8449 -1.2241 -2.8462
28 H 1.5971 -1.5579 -1.1415
29 H 1.3621 1.1745 -1.2053
30 H 0.7335 0.7451 -2.8086
31 H -0.2815 -1.4367 0.1481
32 H -1.3816 -1.2748 -2.1381
33 H -2.0421 1.1981 -1.7693
34 H -0.9387 0.7101 1.8993
35 H 0.3755 1.5194 1.0977
36 H -1.1491 3.0611 1.9544
37 H -0.4961 3.2626 -0.6144
38 H -2.2596 3.4800 -0.5778
39 H -1.2381 4.5023 0.3849

LUMO energy: 2.4109 eV
HOMO: -5.184 eV
Kohn-Sham gap: 0.27912 Ha
Net charge: -1
Maximum force: 2.07 eV/A
Calculated total energy: -36816.816 eV

---

5.
Density functional theory data (ωB97M-V with the def2-TZVPD basis set) for 2 unconnected molecules or ions with the total composition C10H18INO.

Atoms and positions in Å:
1 C 0.6844 1.4191 1.6298
2 C 1.3025 0.1766 2.2630
3 C 0.8529 0.5572 -0.7588
4 C 0.1092 -1.8628 -0.6947
5 C 1.1399 -0.8414 -0.2055
6 C 1.1744 1.6436 0.1897
7 C 0.9464 -0.9979 1.3830
8 C -0.8963 -1.8445 0.4753
9 C 0.4416 2.9347 -0.5441
10 C -2.0914 -2.6967 0.5374
11 N -2.0201 0.1063 -1.4137
12 O -0.4712 -1.1487 1.4467
13 I -3.8638 0.5010 -0.5436
14 H -0.4687 1.3301 1.5963
15 H 0.7323 2.2690 2.2313
16 H 2.4377 0.3181 2.3486
17 H 0.8073 -0.0398 3.1676
18 H 1.3864 0.6489 -1.6387
19 H -0.1700 0.6598 -0.8952
20 H -0.3947 -1.5503 -1.6078
21 H 0.5702 -2.8308 -0.7226
22 H 2.1319 -1.3198 -0.3749
23 H 2.2978 1.8000 0.1556
24 H 1.5040 -1.9117 1.6388
25 H -0.6211 2.7236 -0.8582
26 H 1.1658 3.2545 -1.3513
27 H 0.2878 3.6731 0.1327
28 H -1.9169 -3.5630 1.2148
29 H -2.2961 -3.2075 -0.5079
30 H -2.8122 -1.8948 0.8011
31 H -2.2295 -0.5534 -2.1107

LUMO energy (spin up / spin down): -0.4580 / -0.4600 eV
Relative energy (zero: lowest compared OMol25 entry of this formula, charge and spin): 382.2 kJ/mol
HOMO (spin up / spin down): -6.563 / -6.560 eV
Kohn-Sham gap (spin up / spin down): 0.22434 / 0.22419 Ha
Maximum force: 3.58 eV/A
Calculated total energy: -22295.263 eV

---

6.
Density functional theory data (ωB97M-V with the def2-TZVPD basis set) for a gas-phase ion, C10H18N3O (charge +1).

Atoms and positions in Å:
1 C -2.5492 0.3731 -0.2139
2 C -1.3511 0.3640 -0.8629
3 C -1.2280 1.7996 0.7820
4 C 2.5595 0.8181 -1.7348
5 C 2.8645 0.1350 -0.4007
6 C 0.7901 1.4877 -0.5209
7 C -3.4320 0.4909 2.9145
8 C 2.4965 -3.2897 -1.3631
9 C -3.4778 1.5295 1.7970
10 C 1.7789 -1.9949 -1.0042
11 N -2.4653 1.2657 0.8024
12 N -0.5262 1.2634 -0.2295
13 N 2.6364 -1.1490 -0.2060
14 O 1.1792 1.0546 -1.8140
15 H -3.4414 -0.1818 -0.4171
16 H -1.0347 -0.1817 -1.7259
17 H -0.8693 2.5482 1.4567
18 H 3.1192 1.7622 -1.7603
19 H 2.8573 0.2097 -2.5964
20 H 3.5366 0.6261 0.2859
21 H 1.1931 2.4400 -0.2006
22 H -3.5800 -0.5094 2.5151
23 H -4.2207 0.6943 3.6317
24 H -2.4774 0.5228 3.4337
25 H 2.7537 -3.8511 -0.4674
26 H 1.8518 -3.9087 -1.9798
27 H 3.4077 -3.0825 -1.9188
28 H -3.3073 2.5282 2.2026
29 H -4.4545 1.5103 1.3084
30 H 1.4800 -1.4536 -1.9015
31 H 0.8769 -2.2217 -0.4234
32 H 3.0334 -1.5994 0.6112

LUMO energy (spin up / spin down): -3.2407 / -3.1994 eV
Relative energy (zero: lowest compared OMol25 entry of this formula, charge and spin): 401.7 kJ/mol
HOMO (spin up / spin down): -9.762 / -9.799 eV
Kohn-Sham gap (spin up / spin down): 0.23967 / 0.24253 Ha
Net charge: +1
Maximum force: 3.55 eV/A
Calculated total energy: -17170.910 eV